Record 1
Here is a cluster of 6 separate species, C36H59IN4O18S in total from OMol25. Energies are from ωB97M-V with the def2-TZVPD basis set.

Last column: Mulliken charge in e.
Geometry (Å):
H -3.735 2.872 7.147  0.273
N -2.930 2.485 6.629  -0.730
C -2.917 3.090 5.447  0.418
C -4.062 4.177 5.141  -0.909
C -1.774 2.661 4.367  -0.764
C -2.304 3.076 2.889  0.626
C -3.641 2.431 2.280  0.240
C -4.476 1.310 3.107  0.179
C -4.462 -0.059 2.216  -0.376
O -5.474 -0.799 2.087  -0.557
I -2.529 -0.485 1.229  0.015
C -4.174 2.869 0.869  0.236
C -5.543 2.274 0.222  -0.485
N -6.704 2.311 1.175  -0.670
C -3.404 3.924 -0.034  0.450
N -3.714 4.432 -1.339  -0.627
S -2.531 5.601 -1.793  0.168
N -1.570 5.456 -0.359  -0.670
C -2.082 4.519 0.605  0.640
C -1.509 4.116 2.037  -0.270
C -0.140 4.819 2.468  -0.917
C 0.977 4.341 1.372  -0.735
C 0.950 2.714 1.232  0.273
C 2.262 2.130 0.520  0.067
O 2.651 2.685 -0.551  -0.572
O 2.951 1.010 1.075  -0.379
H -3.582 5.070 4.601  0.193
H -4.850 3.742 4.414  0.150
H -4.630 4.487 6.090  0.437
H -0.832 3.233 4.676  0.170
H -1.533 1.530 4.434  0.349
H -5.548 1.658 3.348  0.372
H -3.923 1.019 4.085  0.299
H -5.339 1.186 -0.126  0.129
H -5.854 2.877 -0.717  0.477
H -7.570 2.350 0.599  0.323
H -6.724 1.377 1.638  0.193
H -0.204 5.978 2.486  0.362
H 0.268 4.501 3.487  0.249
H 2.042 4.674 1.681  0.467
H 0.789 4.781 0.330  0.261
H 0.049 2.413 0.565  0.151
H 0.801 2.198 2.251  0.119
H 3.906 1.050 0.800  0.350
C 0.036 -6.324 -1.916  -1.087
C -0.787 -5.467 -2.860  -0.163
O -2.190 -5.669 -2.653  -0.359
C -2.711 -5.062 -1.572  0.770
O -2.110 -4.370 -0.785  -0.552
O -4.015 -5.381 -1.501  -0.344
C -4.667 -4.885 -0.332  -0.550
H -0.256 -7.374 -1.998  0.290
H 1.101 -6.231 -2.140  0.355
H -0.122 -6.031 -0.875  0.307
H -0.578 -5.763 -3.891  0.285
H -0.533 -4.407 -2.771  0.297
H -4.523 -3.808 -0.223  0.226
H -4.299 -5.414 0.550  0.304
H -5.736 -5.083 -0.433  0.213
C -1.245 3.664 -5.369  -1.085
C -2.639 4.261 -5.308  -0.090
O -3.357 4.022 -6.524  -0.383
C -3.845 2.779 -6.677  0.748
O -3.738 1.870 -5.887  -0.556
O -4.452 2.712 -7.874  -0.340
C -4.923 1.407 -8.210  -0.627
H -0.711 4.025 -6.252  0.299
H -0.674 3.925 -4.475  0.326
H -1.284 2.575 -5.444  0.308
H -2.562 5.346 -5.197  0.312
H -3.202 3.888 -4.447  0.283
H -5.566 1.003 -7.425  0.290
H -4.076 0.743 -8.394  0.290
H -5.508 1.487 -9.128  0.222
C 9.626 -2.082 1.519  -0.921
C 8.675 -2.904 0.668  -0.169
O 7.448 -3.160 1.364  -0.368
C 6.585 -2.133 1.420  0.762
O 6.750 -1.036 0.935  -0.565
O 5.515 -2.522 2.131  -0.353
C 4.565 -1.482 2.358  -0.513
H 9.784 -2.560 2.489  0.294
H 10.589 -1.966 1.018  0.206
H 9.221 -1.087 1.718  0.300
H 9.126 -3.877 0.460  0.284
H 8.479 -2.426 -0.296  0.305
H 4.261 -1.013 1.421  0.184
H 4.984 -0.741 3.042  0.308
H 3.683 -1.925 2.824  0.274
C -8.061 -1.753 0.416  -0.863
C -8.500 -0.681 -0.564  0.024
O -9.822 -0.936 -1.054  -0.368
C -10.823 -0.640 -0.209  0.741
O -10.703 -0.177 0.902  -0.557
O -11.983 -0.971 -0.800  -0.345
C -13.126 -0.805 0.037  -0.628
H -8.159 -2.746 -0.032  0.354
H -7.022 -1.599 0.717  0.106
H -8.681 -1.747 1.315  0.297
H -7.836 -0.692 -1.432  0.353
H -8.439 0.319 -0.124  0.082
H -13.174 0.205 0.448  0.292
H -13.109 -1.547 0.839  0.290
H -14.016 -0.973 -0.571  0.223
C 17.099 -3.362 1.252  -1.089
C 15.696 -3.589 1.783  -0.178
O 14.766 -2.672 1.195  -0.344
C 14.386 -2.955 -0.063  0.766
O 14.750 -3.903 -0.720  -0.551
O 13.551 -1.987 -0.476  -0.325
C 13.155 -2.109 -1.842  -0.691
H 17.396 -2.318 1.383  0.292
H 17.816 -4.004 1.768  0.355
H 17.157 -3.577 0.182  0.306
H 15.683 -3.401 2.859  0.289
H 15.368 -4.622 1.632  0.305
H 12.736 -3.097 -2.047  0.308
H 14.007 -1.909 -2.494  0.330
H 12.385 -1.361 -2.037  0.230

Spin multiplicity   1
Structure (SMILES)   [H]/N=C(\C)Cc1c(CC(=O)I)c(CN)c2nsnc2c1CCCC(=O)O.CCOC(=O)OC.CCOC(=O)OC.CCOC(=O)OC.CCOC(=O)OC.CCOC(=O)OC
Lowest unoccupied orbital energy   -1.517 eV
HOMO-LUMO gap   7.0505 eV

Record 2
Here is a cluster of 3 separate species, C36H61B2FN6O10PS2 in total from OMol25. Energies are from ωB97M-V with the def2-TZVPD basis set.

Last column: Mulliken charge in e.
Geometry (Å):
C -3.372 0.839 2.972  -1.151
C -3.076 1.882 2.214  -0.309
C -1.753 2.114 1.536  -0.216
C -1.693 2.451 0.020  2.434
C -1.328 3.907 -0.344  -1.478
C -2.534 4.848 -0.157  -0.756
C -3.608 4.608 -1.267  -0.753
S -5.030 3.796 -0.441  -0.008
C -5.816 2.748 -1.646  0.032
S -5.051 2.408 -3.057  -0.209
N -7.095 2.165 -1.436  0.526
C -8.043 3.071 -0.806  -0.046
C -9.035 3.591 -1.611  -0.439
C -9.967 4.459 -1.070  -0.518
C -9.942 4.826 0.261  -0.503
C -8.948 4.279 1.058  -0.879
C -8.022 3.408 0.537  0.284
C -7.040 0.877 -0.784  -0.318
C -8.030 -0.041 -1.087  -0.252
C -8.033 -1.300 -0.535  -0.566
C -7.060 -1.690 0.379  -0.855
C -6.088 -0.760 0.676  -0.474
C -6.054 0.497 0.106  1.043
N -0.811 1.457 -0.637  0.213
C -1.688 0.807 -1.662  -0.542
C -2.594 -0.315 -1.152  0.802
O -2.963 -1.166 -1.916  -0.538
F -2.951 -0.406 0.159  -0.124
C -0.278 0.648 0.357  -1.533
N 0.560 -0.331 0.162  0.632
B 1.104 -0.676 -1.216  0.290
C 0.746 -2.037 -1.924  -0.598
O 1.920 0.203 -1.897  -0.472
B 1.073 -1.213 1.283  0.980
O 2.393 -1.441 1.451  -0.558
O 0.144 -1.753 2.136  -0.584
N -0.742 1.014 1.596  0.836
P 0.529 1.739 2.655  0.111
O 1.121 3.068 1.893  -0.378
O -0.188 2.149 4.061  -0.519
H -4.325 0.716 3.483  0.382
H -2.624 0.060 3.156  0.178
H -3.824 2.671 2.092  0.368
H -1.412 3.069 1.995  0.674
H -2.757 2.431 -0.279  -1.578
H -0.488 4.284 0.258  0.248
H -1.030 3.994 -1.400  0.414
H -2.240 5.902 -0.223  0.421
H -3.012 4.707 0.828  0.411
H -3.167 3.967 -2.035  0.368
H -4.008 5.542 -1.673  0.544
H -9.114 3.366 -2.673  0.448
H -10.746 4.868 -1.712  0.365
H -10.682 5.522 0.646  0.411
H -8.935 4.561 2.110  0.363
H -7.240 2.959 1.153  0.291
H -8.820 0.206 -1.796  0.472
H -8.810 -2.017 -0.796  0.365
H -7.057 -2.684 0.818  0.431
H -5.315 -1.056 1.386  0.354
H -5.229 1.153 0.386  -0.264
H -2.254 1.531 -2.259  0.454
H -1.023 0.318 -2.392  0.106
H 0.468 -2.829 -1.215  0.295
H -0.043 -1.834 -2.669  0.347
H 1.598 -2.422 -2.504  0.040
H 2.789 0.159 -1.461  0.317
H 2.439 -2.134 2.130  0.263
H -0.719 -1.759 1.700  0.287
H 2.075 2.899 1.819  0.280
H -0.986 1.596 4.155  0.381
C 3.800 -5.504 -1.379  -0.755
O 3.181 -5.148 -2.603  -0.305
C 4.027 -4.396 -3.472  -0.784
C 4.443 -5.225 -4.674  -0.273
N 5.367 -6.286 -4.295  -0.324
C 5.588 -7.296 -5.332  -0.693
C 4.388 -8.109 -5.818  -0.465
O 3.858 -9.007 -4.859  -0.435
C 2.960 -8.434 -3.928  -0.505
H 3.027 -5.897 -0.719  0.243
H 4.554 -6.283 -1.521  0.343
H 4.259 -4.634 -0.898  0.294
H 4.897 -3.989 -2.949  0.455
H 3.430 -3.550 -3.830  0.368
H 4.927 -4.573 -5.408  0.384
H 3.527 -5.627 -5.125  0.178
H 5.011 -6.753 -3.472  0.070
H 6.321 -7.999 -4.930  0.374
H 6.057 -6.811 -6.193  0.395
H 4.743 -8.738 -6.638  0.357
H 3.594 -7.482 -6.243  0.339
H 2.366 -7.628 -4.367  0.271
H 3.494 -8.074 -3.044  0.139
H 2.280 -9.219 -3.595  0.338
C 5.124 0.297 1.922  -0.187
O 5.388 1.684 1.787  -0.443
C 4.421 2.512 2.410  -0.622
C 4.979 3.195 3.645  -0.305
N 5.204 2.240 4.722  -0.302
C 6.002 2.760 5.835  -0.706
C 7.430 3.224 5.547  -0.476
O 8.327 2.184 5.204  -0.429
C 8.296 1.781 3.848  -0.482
H 5.802 -0.238 1.259  0.327
H 5.307 -0.046 2.945  0.276
H 4.097 0.061 1.633  -0.167
H 3.506 1.954 2.649  -0.083
H 4.162 3.290 1.679  0.694
H 4.271 3.958 3.984  0.437
H 5.906 3.699 3.347  0.174
H 5.679 1.429 4.348  0.055
H 6.059 1.960 6.577  0.375
H 5.451 3.583 6.301  0.399
H 7.819 3.648 6.476  0.363
H 7.473 4.033 4.808  0.342
H 8.080 2.614 3.173  0.272
H 7.573 0.974 3.699  0.120
H 9.279 1.382 3.596  0.321

Spin multiplicity   1
Lowest unoccupied orbital energy   -3.230 eV
HOMO-LUMO gap   6.8975 eV
Total charge   +1

Record 3
Here is a structure of composition C36H61BCoN6PS3 from OMol25. Energies are from ωB97M-V with the def2-TZVPD basis set.

Last column: Mulliken charge in e.
Geometry (Å):
Co 0.000 0.000 0.000  -0.399
C 3.700 2.950 1.933  -1.610
C 2.313 2.766 2.501  -0.334
C 1.789 3.713 3.383  -0.256
C 0.469 3.581 3.867  -0.536
N -0.256 2.477 3.482  -0.286
N 0.280 1.548 2.683  0.938
B -0.376 0.317 2.054  0.720
N -1.795 0.570 1.233  1.403
N -2.570 1.207 2.119  -1.288
C -3.861 1.581 1.932  -0.412
C -4.447 1.352 0.703  -0.553
C -3.758 0.671 -0.287  1.031
C -4.519 0.413 -1.583  -2.010
C -2.421 0.217 -0.049  0.770
S -1.860 -0.622 -1.177  -0.898
C -4.669 2.203 3.077  2.027
C -5.037 3.657 2.722  -1.562
C -5.960 1.390 3.327  -1.637
C -3.862 2.176 4.391  -1.894
N -0.370 -1.005 2.807  0.830
N -0.184 -0.986 4.127  -0.981
C -0.310 -2.100 4.894  -0.201
C -0.612 -3.315 4.260  -0.346
C -0.791 -3.361 2.871  -0.037
C -1.122 -4.682 2.215  -1.572
C -0.676 -2.155 2.141  1.371
S -0.859 -2.110 0.706  -0.543
C -0.181 -1.998 6.416  1.926
C 0.130 -0.545 6.846  -1.660
C -1.516 -2.417 7.070  -1.459
C 0.953 -2.913 6.916  -1.626
C 1.493 1.681 2.158  1.479
S 1.831 0.697 1.193  -1.171
C -0.178 4.645 4.768  1.948
C -0.678 3.973 6.062  -1.328
C -1.347 5.296 4.001  -1.193
C 0.787 5.787 5.173  -2.082
H 4.184 3.873 2.316  0.394
H 3.646 3.024 0.826  0.296
H 4.336 2.083 2.210  0.355
H 2.406 4.559 3.644  0.624
H -5.469 1.663 0.528  0.484
H -5.545 0.839 -1.569  0.488
H -4.617 -0.679 -1.757  0.445
H -3.978 0.877 -2.435  0.286
H -5.662 3.698 1.805  0.343
H -4.123 4.259 2.541  0.266
H -5.612 4.128 3.548  0.444
H -6.629 1.390 2.442  0.316
H -6.537 1.822 4.174  0.447
H -5.714 0.334 3.575  0.355
H -2.909 2.704 4.270  0.110
H -3.624 1.130 4.684  0.359
H -4.430 2.650 5.220  0.478
H -0.722 -4.219 4.845  0.443
H -1.179 -5.508 2.956  0.383
H -0.339 -4.939 1.471  0.346
H -2.105 -4.611 1.703  0.318
H -0.678 0.146 6.517  0.240
H 1.089 -0.200 6.404  0.293
H 0.211 -0.470 7.953  0.427
H -2.343 -1.761 6.718  0.269
H -1.455 -2.335 8.177  0.444
H -1.779 -3.467 6.823  0.330
H 1.920 -2.618 6.455  0.353
H 0.753 -3.976 6.665  0.321
H 1.052 -2.840 8.021  0.437
H -1.399 3.161 5.849  0.142
H -1.182 4.714 6.719  0.403
H 0.175 3.532 6.620  0.377
H -2.086 4.555 3.667  0.003
H -0.971 5.809 3.089  0.392
H -1.870 6.046 4.633  0.409
H 1.659 5.389 5.735  0.444
H 0.270 6.524 5.826  0.377
H 1.151 6.340 4.280  0.424
C -0.551 1.054 -4.996  -1.667
C -0.969 0.152 -3.843  0.918
C -2.481 0.288 -3.618  -1.690
P -0.077 0.332 -2.258  1.025
C 1.485 -0.625 -2.380  0.875
C 2.183 -0.621 -3.735  -1.602
C 1.228 -2.077 -1.955  -1.390
C 0.384 2.066 -1.919  1.825
C 1.478 2.686 -2.777  -1.676
C -0.833 2.991 -1.855  -1.412
H -1.088 0.772 -5.910  0.491
H 0.515 0.979 -5.222  0.337
H -0.785 2.105 -4.804  0.326
H -0.810 -0.883 -4.169  0.480
H -2.762 1.298 -3.303  0.335
H -2.838 -0.412 -2.853  0.505
H -3.029 0.066 -4.541  0.402
H 2.179 -0.200 -1.643  0.244
H 1.582 -1.114 -4.507  0.374
H 3.133 -1.164 -3.674  0.457
H 2.416 0.388 -4.083  0.325
H 0.537 -2.585 -2.639  0.331
H 0.801 -2.132 -0.947  0.059
H 2.164 -2.648 -1.943  0.535
H 0.790 2.040 -0.898  -0.509
H 1.215 2.736 -3.835  0.285
H 2.420 2.137 -2.684  0.364
H 1.685 3.712 -2.449  0.467
H -1.280 3.153 -2.841  0.274
H -0.549 3.974 -1.463  0.513
H -1.611 2.591 -1.195  0.151
H 0.938 1.115 -0.647  -0.590

Spin multiplicity   5
Lowest unoccupied orbital energy (alpha / beta)   -6.122 / -7.255 eV
HOMO-LUMO gap (alpha / beta)   5.2588 / 5.8026 eV
Total charge   +2

- What is the spin multiplicity in the third record?
  5